ORCA calculation (ωB97M-V/def2-TZVPD) on C34H27N3PtS2Sb as an isolated structure in a non-equilibrium geometry.

```
68
Properties=species:S:1:pos:R:3:lowdin_charge:R:1
Pt 0.2297 -0.0969 1.9720 0.81
S 0.5509 -0.2287 4.6707 0.56
C 2.1051 -0.2466 4.0136 -1.17
N 2.2665 -0.2921 2.6954 -0.19
C 3.5790 -0.2832 2.3319 -0.33
C 4.0841 -0.3503 1.0326 -0.03
C 5.4494 -0.3237 0.8514 -0.07
C 6.3178 -0.2360 1.9392 -0.08
C 5.8395 -0.1859 3.2348 -0.08
C 4.4700 -0.2150 3.4270 -0.46
S 3.5855 -0.1913 4.9314 1.07
H 3.4018 -0.4261 0.1968 0.09
H 5.8593 -0.3720 -0.1457 0.11
H 7.3826 -0.2133 1.7728 0.11
H 6.5200 -0.1234 4.0685 0.11
N -1.6545 -1.6728 2.3376 0.03
C -2.8634 -0.9359 2.2538 -0.25
C -4.0886 -1.5552 2.1739 0.00
C -5.2785 -0.8179 2.2015 -0.05
C -5.2456 0.5474 2.2614 -0.01
C -4.0133 1.2285 2.2556 -0.14
C -3.9223 2.6351 2.2640 0.02
C -2.6901 3.2334 2.2580 -0.02
C -1.5487 2.4233 2.2349 -0.12
N -1.6034 1.1099 2.2421 -0.06
C -2.8031 0.4834 2.2593 -0.17
H -1.3187 -1.6890 3.3031 0.05
H -1.7898 -2.6354 2.0389 0.11
H -4.1356 -2.6330 2.1302 0.12
H -6.2211 -1.3424 2.2053 0.12
H -6.1562 1.1211 2.3165 0.12
H -4.8269 3.2228 2.2762 0.13
H -2.5854 4.3069 2.2839 0.12
H -0.5607 2.8714 2.2129 0.12
C 0.8482 -4.5406 -2.7920 -0.07
C -0.2081 -4.3544 -1.9154 -0.08
C -0.4032 -3.1204 -1.3221 -0.16
C 0.4453 -2.0642 -1.6207 -0.37
C 1.5020 -2.2499 -2.4962 -0.11
C 1.7004 -3.4889 -3.0819 -0.07
Sb 0.1053 -0.1933 -0.6546 1.46
C -1.7004 0.4136 -1.6295 -0.37
C -2.0184 1.7638 -1.6134 -0.14
C -3.1287 2.2224 -2.2991 -0.08
C -3.9314 1.3317 -2.9932 -0.07
C -3.6213 -0.0173 -2.9982 -0.07
C -2.5070 -0.4781 -2.3168 -0.12
C 1.4325 1.0788 -1.7309 -0.39
C 2.3795 1.8197 -1.0430 -0.15
C 3.2632 2.6265 -1.7381 -0.07
C 3.2068 2.6837 -3.1203 -0.07
C 2.2533 1.9495 -3.8077 -0.07
C 1.3558 1.1562 -3.1141 -0.13
H 1.0085 -5.5062 -3.2463 0.11
H -0.8784 -5.1711 -1.6930 0.11
H -1.2184 -2.9721 -0.6220 0.09
H 2.1694 -1.4292 -2.7245 0.09
H 2.5228 -3.6315 -3.7662 0.11
H -1.3838 2.4613 -1.0790 0.10
H -3.3595 3.2772 -2.3037 0.11
H -4.7903 1.6903 -3.5396 0.11
H -4.2393 -0.7138 -3.5450 0.11
H -2.2609 -1.5312 -2.3390 0.09
H 2.4223 1.7653 0.0392 0.08
H 3.9951 3.2078 -1.1993 0.11
H 3.9005 3.3059 -3.6644 0.11
H 2.2092 1.9933 -4.8863 0.11
H 0.5925 0.6010 -3.6464 0.11
```

Results
highest occupied orbital energy (spin up / spin down)	-9.91 / -10.31	eV
Kohn-Sham gap (spin up / spin down)	6.75 / 5.95	eV
spin multiplicity	3
LUMO energy (spin up / spin down)	-3.164 / -4.367	eV
total energy	-2631.8300	Eh
net charge	+1